Entry 1:
Entry from OMol25: C20H31N2OPPbSi as an isolated structure (ωB97M-V with the def2-TZVPD basis set).

Geometry as XYZ:
```
57
Properties=species:S:1:pos:R:3:forces:R:3
Pb -0.038583 0.068967 0.128239 0.981 -1.593 -1.961
P -0.261118 0.631916 -3.081872 -0.309 0.305 -0.655
Si 2.200357 0.566093 -1.742239 0.712 -0.875 1.758
O -2.821672 2.309001 -0.790489 -0.173 -0.453 0.248
N -1.243219 -1.671690 -0.645548 -1.320 0.895 0.233
N 1.800277 0.117340 1.926091 -0.175 -0.969 3.647
C 0.137339 -0.849356 -4.070186 0.657 -0.538 0.730
C 1.459086 -0.254176 6.688119 -0.256 0.086 -0.429
C -1.422397 -5.228676 -0.926627 0.119 -5.402 -0.827
C -0.818809 -2.934087 -0.791967 1.051 -0.485 0.304
C 0.085470 -0.153915 6.962445 0.663 0.001 -0.200
C -2.063721 2.930998 -0.099619 0.376 0.887 2.124
C -0.991731 3.794624 -0.735710 0.724 -0.734 1.348
C -0.125696 -5.584661 -1.358253 -0.167 1.256 0.012
C -0.431734 0.090580 4.607436 0.907 -0.102 0.302
C -1.987498 0.704173 -3.556940 -1.333 -0.066 0.098
C 0.968408 -0.019949 4.353554 -1.294 0.088 1.060
C 0.552775 -3.268766 -1.180628 -2.672 1.482 0.790
C 0.325182 1.999732 -4.171952 0.757 0.393 0.755
C 1.455738 0.019029 3.052196 1.289 0.189 -4.198
C 1.904032 -0.177492 5.371354 0.343 -0.099 0.250
C -0.844951 0.024518 5.936779 -0.555 -0.036 -0.256
C 0.810809 -4.554049 -1.484856 1.714 -2.164 -0.623
C -1.802823 -4.019114 -0.610509 0.737 4.856 0.430
C 3.114478 1.968779 -0.922721 0.175 0.544 -0.041
C -2.227718 2.991407 1.522633 -0.478 2.399 -0.876
H 3.065881 2.882007 -1.511921 -0.033 0.228 0.048
H -0.097831 1.864019 -5.149795 -0.121 0.000 -0.589
H 0.168628 -6.588529 -1.593142 -0.184 -0.313 -0.060
H -1.508572 3.756156 2.040304 -0.904 -1.810 -1.121
H -2.177063 -6.068078 -0.835988 0.905 0.937 -0.053
H 2.756612 2.166688 0.086050 -0.123 0.053 0.030
H -2.223769 1.997085 1.998487 -0.096 0.547 -0.264
H -0.732122 4.679715 -0.177002 0.051 0.123 0.623
H 2.835619 0.399600 -3.062948 -0.421 0.011 -0.441
H 2.202653 -0.401096 7.462573 -0.268 0.047 0.140
H -2.517749 -0.192366 -3.223538 0.153 0.046 0.161
H -3.251089 3.530779 1.637978 1.409 -1.304 -0.056
H -1.376991 4.144493 -1.640608 -0.342 0.173 -1.806
H 1.430239 2.031497 -4.239146 -0.566 -0.030 -0.020
H -1.928364 0.087658 6.157439 0.857 -0.018 -0.050
H 1.288528 -2.470486 -1.214166 -0.059 -0.151 -0.166
H 4.169306 1.692956 -0.836750 -0.042 -0.050 -0.078
H -0.016710 2.969026 -3.763674 0.101 -0.434 -0.159
H -2.786270 -3.739211 -0.235341 0.235 -0.144 -0.211
H -1.153357 0.215405 3.790270 0.440 -0.094 0.365
H -2.082089 0.742708 -4.638245 -0.015 0.109 -0.263
H 0.814287 1.381789 1.056969 -1.108 1.876 0.117
H 2.739047 -0.575154 -0.963259 0.313 -0.414 -0.246
H -0.235879 -0.214366 7.991595 -0.139 -0.011 0.028
H -2.491239 1.557739 -3.105611 0.024 0.036 -0.040
H -0.058305 3.200572 -0.840917 -0.531 0.298 -0.158
H 2.976044 -0.246791 5.088612 -0.899 0.014 0.419
H 1.835930 -4.794746 -1.857951 -0.849 0.031 0.419
H -0.340950 -1.722611 -3.610107 0.078 0.184 0.044
H 1.210994 -1.047078 -4.124702 -0.105 0.034 0.014
H -0.247686 -0.740602 -5.064195 -0.234 0.161 -0.654
```
Forces are in eV/Å.

Values from the calculation:
Calculated total energy   -1788.80240 Eh
HOMO-LUMO gap (alpha / beta)   5.4443 / 4.4762 eV
Energy above the lowest of the compared OMol25 structures with the same formula, charge and spin   99.8 kcal/mol
Charge   0
Highest occupied orbital energy (alpha / beta)   -6.06 / -5.79 eV

---

Entry 2:
Entry from OMol25: C20H31N3O2S as an isolated structure (ωB97M-V with the def2-TZVPD basis set).

Geometry as XYZ:
```
57
Properties=species:S:1:pos:R:3:forces:R:3
S 4.857329 -3.625715 -4.386641 -0.030 0.160 -0.237
O -0.041321 1.191344 1.132313 -0.012 -0.017 0.008
O 3.281457 0.766945 -3.219231 -0.033 0.039 -0.029
N 0.669638 -0.880028 0.645608 -0.066 -0.125 0.001
N 2.913515 -0.668418 -1.500983 0.141 -0.165 -0.045
N 4.003013 -2.781020 -5.521184 0.115 -0.241 0.386
C -1.992224 0.227377 3.710203 0.098 0.108 0.084
C -0.320532 0.032134 0.870876 -0.075 0.097 0.012
C 3.290142 2.461860 0.669829 0.006 0.030 0.011
C -5.089147 1.520770 0.848528 -0.089 0.014 -0.017
C 2.034410 -0.396875 0.745860 0.220 -0.033 0.171
C 3.687328 1.286868 -0.215873 0.237 -0.022 0.146
C -5.313375 1.608034 2.353976 -0.071 0.007 0.039
C -4.106171 0.413526 0.488742 -0.019 -0.049 -0.135
C -2.774722 0.587897 1.224360 -0.187 0.228 -0.126
C 4.541516 -2.544409 -3.125580 0.058 -0.289 0.086
C 0.462326 -2.251422 0.228727 0.071 -0.041 -0.034
C -1.762007 -0.439146 0.754098 0.110 -0.078 -0.023
C 2.654585 -0.803093 -5.833404 -0.134 0.147 0.033
C 2.537369 0.325523 -0.497308 -0.173 0.256 -0.273
C -3.991216 1.723802 3.105312 -0.081 0.151 0.087
C 3.477945 -1.710258 -4.973725 -0.083 0.092 -0.273
C -3.045680 0.614277 2.721103 0.225 -0.167 0.054
C 3.752990 -1.531824 -3.582722 -0.038 0.152 0.022
C -3.175410 -0.672186 3.492523 -0.178 -0.129 -0.022
C 3.299803 -0.364171 -2.768665 -0.168 0.008 0.019
H -5.839919 0.708630 2.692715 0.030 -0.004 -0.006
H 2.404372 2.962796 0.276936 -0.006 -0.007 -0.002
H -3.025566 -1.616376 2.986155 0.066 -0.010 -0.029
H 3.068301 2.165636 1.695003 -0.019 -0.009 0.000
H -4.169150 1.697504 4.183635 0.021 0.014 0.008
H -1.937728 -0.647291 -0.307411 -0.005 -0.047 0.022
H 0.811135 -2.414979 -0.795052 -0.017 -0.008 0.004
H -3.931935 0.417747 -0.592624 0.016 0.001 0.036
H 4.037994 1.670647 -1.172471 -0.016 -0.041 -0.019
H 2.154004 -0.033584 -5.250645 0.061 -0.034 0.036
H -4.694877 2.475816 0.484059 0.016 -0.006 0.014
H -5.957555 2.457879 2.592622 -0.004 -0.017 -0.007
H -3.518623 2.689048 2.886128 -0.021 -0.025 -0.026
H -2.382886 1.576212 0.957054 0.043 -0.046 0.029
H 4.099717 3.190874 0.708709 -0.001 0.003 0.005
H -3.934138 -0.726399 4.262514 -0.005 0.075 0.028
H 2.686598 -1.247251 0.976249 -0.032 -0.005 -0.052
H 2.822704 -1.642648 -1.269648 0.109 0.014 0.013
H 2.092103 0.281468 1.592314 -0.058 0.057 -0.008
H 0.999131 -2.933503 0.893118 0.011 0.005 -0.017
H 4.950860 -2.683915 -2.136596 -0.023 0.044 0.020
H -6.040522 1.358398 0.336143 0.008 0.019 -0.005
H 4.527974 0.736341 0.224704 -0.067 -0.021 0.037
H 1.708670 0.920446 -0.896569 0.011 -0.023 0.024
H -0.586753 -2.518609 0.254266 -0.033 0.011 0.019
H -1.023691 -0.087097 3.353011 0.041 -0.084 -0.086
H 1.910656 -1.380789 -6.380292 0.047 -0.047 -0.026
H 3.293782 -0.303686 -6.561075 0.014 0.000 -0.007
H -1.937034 0.789079 4.633598 -0.067 0.015 0.020
H -4.537741 -0.566402 0.729733 0.010 0.028 0.055
H -1.901445 -1.387783 1.276977 0.027 0.013 -0.025
```
Forces are in eV/Å.

Values from the calculation:
Calculated total energy   -1493.65759 Eh
HOMO-LUMO gap   9.8201 eV
Energy above the lowest of the compared OMol25 structures with the same formula, charge and spin   8.5 kcal/mol
Charge   0
Highest occupied orbital energy   -9.45 eV

---

Entry 3:
Entry from OMol25: one molecule with the formula C20H31N3O3 (ωB97M-V with the def2-TZVPD basis set).

Geometry as XYZ:
```
57
Properties=species:S:1:pos:R:3:forces:R:3
O 0.122561 0.986235 0.965230 0.024 0.468 0.197
O -1.796527 5.730784 -3.106538 -0.064 -0.248 -0.120
O -0.248555 -5.673605 3.847524 -0.187 -0.319 0.011
N 0.142621 -1.112825 0.115502 0.078 -0.015 0.072
N 0.696862 -3.672937 3.460828 -0.166 0.329 0.086
N -0.630477 0.655721 -1.164456 -0.163 -0.429 -0.184
C 0.337115 -1.650115 1.454684 -0.077 -0.134 0.216
C 1.795507 -2.803659 3.116734 0.287 -0.027 -0.283
C -1.612852 2.140137 -2.762353 0.073 0.029 0.143
C -0.805784 -2.583543 1.871930 0.191 0.228 0.203
C -1.517883 6.933452 -2.421179 -0.040 0.340 0.262
C -1.474874 4.534507 -2.532335 -0.010 -0.180 -0.031
C -1.895051 3.402854 -3.232810 0.040 0.230 0.074
C 0.069220 -2.021681 -1.010334 0.002 0.129 -0.415
C 0.757060 -5.008518 3.685610 0.311 -0.129 0.111
C -0.902419 1.965074 -1.574757 0.013 0.439 0.035
C 3.473437 -1.401292 -2.812011 -0.064 -0.070 0.223
C 2.517637 -1.715327 -1.667953 -0.110 0.096 -0.283
C -0.477608 3.089679 -0.880415 0.048 -0.230 0.088
C -2.497190 7.204796 -1.282230 0.201 -0.213 -0.304
C -0.762441 4.359430 -1.351983 -0.123 0.309 -0.270
C 1.678646 -2.358995 1.654765 -0.109 0.261 0.211
C 1.065935 -1.712626 -2.138335 0.109 -0.146 0.317
C -0.107528 0.239148 0.033021 -0.006 -0.286 -0.099
C -0.594542 -3.032582 3.317712 -0.427 -0.218 -0.113
C 2.137777 -5.629696 3.757398 -0.210 -0.154 0.036
H -0.835345 -3.467150 1.231399 -0.042 -0.063 -0.038
H -0.411748 5.203281 -0.779350 0.000 0.102 0.033
H 0.322318 -0.769710 2.107693 0.024 -0.230 -0.071
H 2.728627 -5.168063 4.545052 0.118 0.056 0.003
H 2.014775 -6.685657 3.982185 -0.034 0.033 -0.013
H 2.748540 -3.301189 3.283596 -0.056 0.046 0.063
H -2.443623 3.541619 -4.150888 -0.067 0.010 -0.107
H 3.378621 -2.140369 -3.604857 0.030 -0.049 -0.123
H 2.766307 -2.691701 -1.246844 -0.005 -0.022 0.125
H 0.068354 2.969083 0.039557 0.007 0.003 0.028
H -0.951215 -2.059520 -1.421803 0.045 -0.116 0.061
H -2.270709 8.163803 -0.824200 0.010 0.104 0.081
H -2.436215 6.427183 -0.524898 -0.022 -0.013 0.103
H -1.356001 -3.755822 3.613760 0.100 0.182 0.023
H -0.997334 -0.049767 -1.783462 0.114 0.019 0.131
H -1.616378 7.708895 -3.186529 0.099 -0.087 0.128
H 0.290283 -3.019554 -0.630286 -0.098 0.016 -0.024
H 2.635514 -0.966611 -0.883135 0.031 -0.057 0.090
H -0.636438 -2.166711 3.987187 -0.013 -0.018 -0.002
H -0.483311 6.941856 -2.055719 -0.065 0.000 -0.095
H 3.258258 -0.420590 -3.230223 0.010 0.105 -0.086
H 2.497726 -1.682276 1.412879 0.041 0.027 -0.061
H 4.502319 -1.405268 -2.460876 0.129 0.022 -0.053
H 2.660300 -5.530652 2.808642 0.119 0.044 -0.048
H 1.751502 -1.919423 3.764183 0.086 -0.049 -0.006
H 0.932907 -2.471092 -2.913736 -0.033 0.012 -0.068
H 1.749768 -3.237480 1.010630 0.063 -0.069 -0.057
H 0.855048 -0.740606 -2.585764 -0.033 -0.035 -0.084
H -3.513046 7.228021 -1.668704 -0.092 0.026 -0.010
H -1.760334 -2.063178 1.784618 -0.045 0.024 -0.040
H -1.947384 1.276355 -3.321090 -0.043 -0.087 -0.061
```
Forces are in eV/Å.

Values from the calculation:
Calculated total energy   -1170.73554 Eh
HOMO-LUMO gap   8.3787 eV
Energy above the lowest of the compared OMol25 structures with the same formula, charge and spin   19.5 kcal/mol
Charge   0
SMILES   CCCCN(C(=O)Nc1ccc(OCC)cc1)C1CCN(C(C)=O)CC1
Highest occupied orbital energy   -7.74 eV

---

Entry 4:
Entry from OMol25: one molecule with the formula C20H31N3OS (ωB97M-V with the def2-TZVPD basis set).

Geometry as XYZ:
```
56
Properties=species:S:1:pos:R:3:forces:R:3
S 0.375853 -2.989851 -1.294272 -0.392 -0.595 -0.574
O -5.633276 0.952895 0.220619 -0.092 0.130 -0.076
N 2.325693 -1.470036 -0.518964 0.024 0.118 0.052
N -3.028963 -0.186462 0.197454 -0.034 -0.058 -0.104
N 0.438560 -1.429491 0.836410 0.442 0.157 0.089
C -1.006257 -1.448206 0.950862 -0.359 0.014 -0.075
C 0.602843 2.610843 0.200009 0.010 0.055 0.159
C -0.410183 0.948174 -1.750965 -0.059 -0.045 0.072
C 4.629369 0.402372 1.853535 0.235 -0.207 -0.090
C -0.749574 0.707890 -0.422959 -0.091 -0.029 -0.206
C -3.912995 -0.300236 -0.950919 -0.382 0.027 0.089
C -1.633330 -0.484927 -0.113154 0.067 -0.278 0.146
C -3.294242 1.073659 0.867971 -0.445 0.004 0.118
C 3.890819 0.330426 -0.988125 -0.314 0.290 0.142
C 4.612654 1.532191 -0.385438 0.247 -0.237 -0.081
C 3.908535 -0.800142 1.251526 -0.230 0.354 0.091
C -0.227036 1.558009 0.547047 -0.006 0.090 -0.005
C 5.477697 1.101551 0.795483 -0.211 0.238 0.124
C 0.418854 1.998784 -2.101257 0.088 0.116 -0.085
C 0.931244 2.835406 -1.125228 0.056 0.039 -0.091
C -5.362613 -0.245561 -0.467489 0.175 -0.197 -0.317
C 1.066948 -1.886705 -0.269457 0.395 -0.138 0.062
C -4.758711 1.092870 1.312502 0.336 0.135 0.191
C 3.032370 -0.355310 0.074269 0.236 -0.122 0.192
C -1.409216 -1.208389 2.396825 0.089 -0.043 -0.205
H 5.231975 2.008350 -1.147374 -0.047 0.082 -0.016
H 3.292338 -1.293140 2.006404 -0.006 -0.091 -0.014
H -0.791223 0.293021 -2.521212 -0.030 -0.113 -0.045
H -3.739868 -1.257843 -1.444455 0.006 0.019 -0.035
H 5.260136 0.076972 2.682552 -0.049 0.052 0.077
H -3.745483 0.515298 -1.676380 -0.004 -0.068 -0.018
H 6.254236 0.418163 0.445423 0.096 -0.021 -0.009
H -1.648044 -1.083276 -1.030797 0.035 0.111 0.157
H -2.491756 -1.193305 2.467259 -0.094 0.034 0.054
H 2.768850 -1.932089 -1.299196 -0.197 0.013 0.012
H -6.052248 -0.277936 -1.312429 0.042 -0.065 0.036
H -5.004104 2.046514 1.783476 0.047 -0.069 0.028
H -2.662802 1.168354 1.748943 0.036 0.058 0.047
H 4.639413 -1.527721 0.892992 0.006 -0.099 -0.037
H 4.623737 -0.381687 -1.374504 0.044 -0.100 -0.058
H -1.014307 -0.271973 2.783252 0.032 0.145 0.128
H -0.458969 1.407833 1.590650 -0.043 -0.027 0.104
H 3.873106 2.262668 -0.049645 -0.039 0.085 -0.013
H -3.113309 1.937811 0.204447 0.042 -0.062 0.111
H 5.970348 1.972436 1.231418 0.094 -0.018 -0.012
H -5.551120 -1.104835 0.193793 0.007 0.034 -0.074
H -1.027236 -2.017209 3.015741 0.029 -0.044 0.069
H 3.892796 1.106004 2.249547 -0.031 0.053 0.084
H 1.582335 3.654032 -1.394143 0.052 0.075 -0.025
H 2.294075 0.376160 0.429044 0.064 -0.021 -0.068
H 0.896414 -0.689867 1.349726 0.024 -0.058 -0.035
H -1.328866 -2.458300 0.676107 0.032 0.199 0.022
H 3.253192 0.650183 -1.814835 -0.006 -0.075 -0.038
H -4.926589 0.275394 2.031168 0.022 0.080 -0.013
H 0.996462 3.256357 0.972806 0.027 0.057 0.053
H 0.669117 2.160762 -3.139472 0.021 0.016 -0.092
```
Forces are in eV/Å.

Values from the calculation:
Calculated total energy   -1418.41168 Eh
HOMO-LUMO gap   8.5455 eV
Energy above the lowest of the compared OMol25 structures with the same formula, charge and spin   3.3 kcal/mol
Charge   0
SMILES   C[C@H](NC(=S)NC1CCCCC1)[C@H](c1ccccc1)N1CCOCC1
Highest occupied orbital energy   -7.94 eV